Formula: C22H24FN3O5S
Source: the Open Molecules 2025 dataset
Level of theory: wB97M-V/def2-TZVPD

Each line ends with the Löwdin charge.
Element x y z (Å)
C 5.35227 0.78975 0.09627  0.04
C 5.48986 -0.24791 1.04674  -0.59
O 6.25401 -0.18961 1.87124  0.18
N 4.87979 -1.41407 0.81207  -0.03
C 4.05485 -1.54171 -0.09597  -0.24
C 3.05716 -0.85601 -0.52917  -0.03
C 2.15868 -1.28070 -1.47337  -0.29
C 2.18320 -2.23325 -2.29190  -0.11
C 3.13401 -3.21076 -1.90368  -0.01
C 3.96553 -2.95253 -0.80840  -0.12
O 4.85494 -4.03105 -0.72240  -0.08
C 5.96403 -3.60094 0.29267  0.04
C 5.38055 -2.54084 1.62792  0.08
H 4.40998 -3.14475 1.90994  0.17
H 6.15167 -2.29225 2.18161  0.05
H 6.74019 -3.33273 -0.05176  -0.03
H 6.14816 -4.60922 1.04160  0.17
H 3.11547 -4.33544 -2.24623  0.16
H 1.31647 -2.44918 -3.12759  0.19
S 0.88455 0.01923 -2.07399  0.59
O 0.23137 -0.24181 -3.20503  -0.21
O 1.60966 1.21138 -2.22921  -0.27
N -0.03664 0.11427 -0.73382  -0.27
C -0.66952 1.25179 -0.39235  -0.19
C -1.84334 1.82709 -1.45560  0.05
H -1.64657 1.66132 -2.29937  -0.04
H -2.32753 2.61235 -0.84753  0.11
C -2.93264 0.48648 -1.18942  -0.09
C -3.44300 0.39129 0.40920  -0.34
O -3.28671 -0.31701 1.30795  0.10
N -4.36530 1.60683 0.38527  0.16
C -5.00116 2.06988 1.61646  -0.10
C -5.09581 1.29790 2.81860  -0.02
C -5.76121 1.80333 4.01858  -0.11
C -6.57699 2.88692 3.81991  -0.02
C -6.75758 3.52114 2.36359  0.06
C -5.86339 3.25681 1.47077  -0.46
F -6.02339 3.48777 0.33630  0.25
H -7.27475 4.40971 2.35602  0.08
H -7.16998 3.10676 4.46114  -0.03
H -5.89546 1.14793 4.96413  0.13
H -4.40211 0.15775 2.91312  0.18
H -4.40674 2.09299 -0.28242  -0.05
C -2.08537 -0.89534 -1.14586  -0.14
C -0.75713 -0.94559 -0.54795  -0.33
H -0.41906 -1.77171 -0.66927  0.02
H -1.17497 -1.03649 0.73162  0.22
H -2.90678 -1.66920 -0.84244  0.15
H -1.90620 -0.83982 -2.44160  0.18
H -3.60814 0.45024 -1.83080  0.03
H 0.05650 2.27429 -0.61741  0.18
H -0.94213 1.51065 0.64791  0.14
H 2.76717 0.31418 -0.17787  0.20
H 5.10288 0.47150 -0.82471  0.07
H 6.21935 1.36848 0.17139  0.10
H 4.50696 1.31283 0.39424  0.09

Atoms 1-3, force components in eV/Å:
-0.19 1.67 0.71
-3.06 -0.79 -4.78
6.79 1.11 8.13

Computed properties:
HOMO, hartree: -0.299
Largest force on an atom, Eh/bohr: 0.3820
Lowest unoccupied orbital energy, eV: 0.57
Energy relative to the best compared isomer or geometry (same formula, charge and spin), kJ/mol: 2267.4
Total energy, a.u.: -1890.4372


Formula: C3H2Cl2N2O
Source: the Open Molecules 2025 dataset
Level of theory: wB97M-V/def2-TZVPD

Each line ends with the Löwdin charge.
Element x y z (Å)
C 1.35345 -1.34749 0.01986  -0.18
C 0.06018 -1.37598 0.03693  -0.56
C -1.11783 1.62944 -0.08059  -0.56
N -0.18014 0.66527 0.01474  -0.11
N 1.05944 0.96672 0.16393  -0.01
O 1.92443 -0.11264 -0.14478  -0.09
Cl -1.30848 -2.22864 0.14839  0.78
Cl -2.84159 1.31719 0.23429  0.50
H 1.99043 -2.21934 -0.15094  0.15
H -0.93991 2.70547 -0.24183  0.07

Atoms 1-3, force components in eV/Å:
0.37 0.83 -1.11
-1.57 2.45 0.00
0.03 -1.51 0.13

Computed properties:
HOMO (spin up / spin down), hartree: -0.276 / -0.276
Largest force on an atom, Eh/bohr: 0.0566
Lowest unoccupied orbital energy (spin up / spin down), eV: -0.72 / -0.72
Energy relative to the best compared isomer or geometry (same formula, charge and spin), kJ/mol: 627.2
Total energy, a.u.: -1220.4076


Formula: C23H32F3N2O3OsPS
Source: the Open Molecules 2025 dataset
Level of theory: wB97M-V/def2-TZVPD

Each line ends with the Löwdin charge.
Element x y z (Å)
Os 0.37230 0.72060 0.13132  1.40
O 0.67082 -0.91472 3.75744  0.19
C 0.35406 -0.81054 2.62308  -0.60
O 1.10951 -0.05247 1.75325  -0.27
C -0.87262 -1.45616 2.00214  -0.18
P -0.84636 -1.21970 0.19960  1.00
C -2.51871 -1.01469 -0.42429  -0.36
C -2.74170 -0.90306 -1.80167  -0.12
C -4.02131 -0.68562 -2.28279  -0.04
C -5.08891 -0.56548 -1.40205  -0.03
C -4.87649 -0.67211 -0.03471  -0.05
C -3.59850 -0.89465 0.45633  -0.09
C -0.05460 -2.69805 -0.44089  -0.34
C -0.53129 -3.39293 -1.54984  -0.05
C 0.09988 -4.56073 -1.95249  -0.03
C 1.19564 -5.04184 -1.25246  -0.03
C 1.66852 -4.35949 -0.13704  -0.05
C 1.04972 -3.19040 0.26958  -0.10
H -1.74465 -1.00504 2.47259  0.10
H -0.88912 -2.51672 2.25422  0.13
H -1.92460 -0.97470 -2.50366  0.10
H -4.18539 -0.61542 -3.34969  0.13
H -6.08858 -0.40249 -1.78250  0.12
H -5.70880 -0.60501 0.65320  0.12
H -3.47484 -0.99976 1.52443  0.10
H -1.40166 -3.05202 -2.09015  0.10
H -0.27690 -5.10156 -2.80965  0.12
H 1.67682 -5.95810 -1.56712  0.12
H 2.51073 -4.74518 0.42182  0.12
H 1.42950 -2.67566 1.14504  0.11
C 4.80032 -1.40798 -0.06389  -0.03
C 4.21679 -0.97650 -1.41072  -0.61
C 4.36908 -2.09778 -2.43198  -0.02
C 4.88772 0.29638 -1.91923  -0.03
N 2.74866 -0.74018 -1.34862  -0.02
N 2.38421 0.23088 -0.35536  -0.07
H 5.85092 -1.67005 -0.18593  0.10
H 4.28476 -2.28948 0.32641  0.08
H 4.77770 -0.61837 0.69296  0.08
H 5.42239 -2.34176 -2.56337  0.10
H 3.95885 -1.80018 -3.39670  0.10
H 3.85639 -3.00294 -2.09737  0.08
H 5.94092 0.11064 -2.12400  0.10
H 4.85980 1.10601 -1.18299  0.08
H 4.41076 0.63415 -2.84042  0.10
H 2.26733 -1.60068 -1.10681  0.09
H 2.78814 1.10651 -0.69714  0.12
H 2.82700 0.02826 0.54809  0.10
O -0.98186 2.08432 0.18865  -0.65
S -2.47723 2.26576 -0.40975  1.13
C -3.29841 3.00561 1.03394  -0.26
C -3.67194 4.43442 0.63442  -0.20
C -2.53498 4.93501 -0.24944  -0.20
C -2.32403 3.84012 -1.28713  -0.28
H -2.54059 2.98558 1.81895  0.11
H -4.13258 2.36551 1.31340  0.10
H -3.81337 5.04053 1.52780  0.14
H -4.61332 4.43908 0.08247  0.13
H -1.62543 5.08561 0.33414  0.13
H -2.77569 5.87668 -0.74030  0.14
H -1.36604 3.82552 -1.80415  0.11
H -3.12085 3.81185 -2.03474  0.12
F 1.30859 1.44243 -2.50151  0.08
C 0.30834 0.70114 -1.98952  -0.67
F 0.34098 -0.49289 -2.58390  0.08
F -0.83186 1.30406 -2.44784  0.02

Atoms 1-3, force components in eV/Å:
0.10 0.03 -0.03
0.03 -0.02 0.02
0.13 -0.06 -0.11

Computed properties:
HOMO, hartree: -0.556
Largest force on an atom, Eh/bohr: 0.0049
Lowest unoccupied orbital energy, eV: -7.81
Net charge: +2
Energy relative to the best compared isomer or geometry (same formula, charge and spin), kJ/mol: 0.0
Total energy, a.u.: -2360.1045